[1]
Formula: C22H40NO
Source: the OMol25 dataset
Level of theory: ωB97M-V/def2-TZVPD

Geometry (Å):
C -3.164 -10.647 1.737
C -2.078 -10.532 0.675
C -1.885 -9.103 0.165
C -1.314 -8.163 1.225
C -0.907 -6.798 0.667
C -2.104 -5.946 0.248
C -1.709 -4.614 -0.389
C -1.061 -3.639 0.592
C -0.784 -2.289 -0.066
C -0.145 -1.300 0.908
C 0.129 0.048 0.232
C 0.737 1.017 1.242
N 1.109 2.374 0.726
C 1.568 3.183 1.871
C 2.223 2.260 -0.237
C -0.076 3.003 0.071
C -0.040 4.529 -0.066
O 1.148 4.919 -0.708
C 1.266 6.229 -1.155
C 2.411 6.501 -1.896
C 2.630 7.776 -2.378
C 1.713 8.784 -2.126
C 0.579 8.508 -1.387
C 0.347 7.232 -0.894
H -2.892 -10.102 2.637
H -3.318 -11.689 2.007
H -4.106 -10.249 1.364
H -2.345 -11.169 -0.172
H -1.133 -10.902 1.080
H -2.845 -8.726 -0.191
H -1.200 -9.126 -0.687
H -0.432 -8.633 1.667
H -2.045 -8.015 2.022
H -0.250 -6.943 -0.193
H -0.339 -6.268 1.435
H -2.698 -6.503 -0.478
H -2.736 -5.758 1.119
H -2.605 -4.146 -0.804
H -1.022 -4.802 -1.217
H -0.123 -4.054 0.961
H -1.724 -3.495 1.448
H -0.121 -2.437 -0.921
H -1.721 -1.873 -0.442
H 0.789 -1.719 1.284
H -0.812 -1.154 1.759
H 0.806 -0.125 -0.605
H -0.812 0.431 -0.162
H 1.644 0.568 1.654
H 0.030 1.159 2.062
H 1.966 4.132 1.519
H 2.358 2.655 2.403
H 0.746 3.365 2.561
H 3.095 1.834 0.254
H 1.939 1.623 -1.071
H 2.466 3.248 -0.622
H -0.167 2.569 -0.926
H -0.965 2.751 0.651
H -0.132 5.019 0.913
H -0.917 4.811 -0.666
H 3.114 5.706 -2.088
H 3.518 7.981 -2.955
H 1.883 9.779 -2.505
H -0.140 9.287 -1.184
H -0.544 7.047 -0.315

Output
* spin multiplicity: 1
* SMILES: CCCCCCCCCCCC[N+](C)(C)CCOc1ccccc1
* Kohn-Sham gap: 9.13 eV
* E_HOMO: -11.5 eV
* charge: +1
* relative energy (zero: lowest compared OMol25 entry of this formula, charge and spin): 21.3 kJ/mol
* E: -992.037739 Eh

=====

[2]
Formula: C36H35Cl2CrN4O2S6
Source: the OMol25 dataset
Level of theory: ωB97M-V/def2-TZVPD

Geometry (Å):
Cr 0.930 0.010 0.296
S 3.623 4.952 5.053
C 3.004 3.922 3.916
S 3.842 3.493 2.441
C 2.600 2.430 1.781
C 1.492 2.271 2.537
S 0.125 1.297 2.105
S 1.440 3.147 4.059
S 2.833 1.682 0.248
N -2.398 -2.147 -1.592
C -2.766 -1.454 -0.469
S -1.918 -0.107 0.031
N -3.806 -1.999 0.248
C -4.280 -1.567 1.479
C -4.321 -0.217 1.846
C -4.770 0.145 3.096
C -5.227 -0.810 3.995
C -5.236 -2.144 3.619
C -4.773 -2.522 2.377
H -1.741 -1.636 -2.186
H -3.118 -2.643 -2.096
H -3.977 -2.981 0.066
H -3.963 0.535 1.167
H -4.746 1.186 3.379
H -5.571 -0.518 4.975
H -5.582 -2.904 4.308
H -4.761 -3.569 2.097
Cl -0.956 5.253 -3.655
C -0.143 4.091 -4.665
C -0.578 3.973 -5.982
C 0.066 3.111 -6.850
C 1.164 2.395 -6.410
C 1.574 2.502 -5.087
Cl 2.930 1.553 -4.563
C 0.916 3.319 -4.151
N 1.340 3.391 -2.859
C 0.514 3.621 -1.729
C 0.980 4.496 -0.756
C 0.244 4.729 0.390
C -0.968 4.087 0.569
C -1.432 3.212 -0.396
C -0.704 2.956 -1.552
C -1.167 1.895 -2.503
C -0.401 0.570 -2.276
O -0.692 -0.414 -2.962
O 0.521 0.600 -1.404
H -1.417 4.566 -6.309
H -0.281 3.008 -7.866
H 1.700 1.740 -7.075
H 2.169 2.847 -2.643
H 1.933 4.985 -0.904
H 0.623 5.391 1.156
H -1.543 4.253 1.469
H -2.367 2.690 -0.247
H -1.033 2.170 -3.551
H -2.226 1.673 -2.355
C -1.097 -2.381 2.641
C 0.209 -2.818 3.299
C 0.883 -1.655 4.026
C 1.145 -3.462 2.303
C 1.472 -4.785 2.509
C 2.329 -5.476 1.668
C 2.880 -4.799 0.593
C 2.579 -3.480 0.319
C 3.265 -2.851 -0.873
C 2.273 -2.427 -1.958
C 4.164 -1.691 -0.447
C 1.672 -2.755 1.168
N 1.348 -1.503 0.915
H -1.818 -2.052 3.389
H -1.528 -3.209 2.078
H -0.910 -1.557 1.956
H -0.045 -3.584 4.047
H 1.213 -0.907 3.307
H 1.751 -2.004 4.584
H 0.185 -1.186 4.716
H 1.043 -5.303 3.360
H 2.567 -6.516 1.851
H 3.574 -5.324 -0.055
H 3.915 -3.622 -1.315
H 1.580 -1.674 -1.574
H 1.690 -3.284 -2.294
H 2.803 -2.006 -2.811
H 3.566 -0.892 -0.011
H 4.706 -1.291 -1.304
H 4.883 -2.025 0.300

Output
* spin multiplicity: 2
* Kohn-Sham gap (alpha / beta): 4.71 / 5.19 eV
* E_HOMO (alpha / beta): -0.8 / -1.3 eV
* charge: -2
* relative energy (zero: lowest compared OMol25 entry of this formula, charge and spin): 80.2 kJ/mol
* E: -6116.465847 Eh

=====

[3]
Formula: C18H11IN11Os
Source: the OMol25 dataset
Level of theory: ωB97M-V/def2-TZVPD

Geometry (Å):
Os 1.161 0.174 -0.112
I 2.223 2.628 -0.112
C 0.305 3.472 -0.053
C 0.141 4.828 -0.100
C -1.160 5.351 -0.111
C -2.256 4.517 -0.086
C -2.099 3.133 -0.020
C -3.266 2.274 -0.003
C -3.131 0.960 0.133
C -1.798 0.328 0.249
C -0.579 1.175 0.110
C -0.785 2.580 0.014
H 0.995 5.492 -0.141
H -1.299 6.425 -0.152
H -3.257 4.929 -0.113
H -4.244 2.733 -0.077
H -3.998 0.313 0.202
H -1.761 -0.222 1.198
N 4.355 -2.286 -0.106
C 4.535 -0.921 -0.177
N 5.726 -0.364 -0.233
N 5.483 0.951 -0.284
N 4.214 1.150 -0.275
N 3.546 -0.024 -0.209
C 3.136 -2.794 0.142
N 2.800 -4.101 0.027
N 1.514 -4.157 0.247
N 1.123 -2.946 0.513
N 2.097 -2.038 0.466
H 5.142 -2.899 -0.248
N -1.209 -5.536 1.826
C -1.236 -4.593 1.162
C -1.292 -3.409 0.389
C -2.412 -3.079 -0.370
C -2.538 -1.848 -0.936
C -1.482 -0.808 -0.811
N -0.185 -1.284 -0.380
C -0.207 -2.389 0.589
H -3.200 -3.814 -0.478
H -3.412 -1.599 -1.523
H -1.384 -0.303 -1.772
H -0.305 -1.999 1.613

Output
* spin multiplicity: 5
* Kohn-Sham gap (alpha / beta): 6.36 / 6.13 eV
* E_HOMO (alpha / beta): -11.8 / -11.9 eV
* charge: +1
* E: -1682.735770 Eh

=====

[4]
Formula: C4H6FNS
Source: the OMol25 dataset
Level of theory: ωB97M-V/def2-TZVPD

Geometry (Å):
C -1.063 2.087 0.255
C -0.397 1.049 -0.231
F 0.818 1.212 -0.749
C -0.884 -0.352 -0.214
S -2.528 -0.701 -0.295
N 0.047 -1.320 -0.183
C 1.490 -1.206 0.146
H -0.627 3.105 0.276
H -2.024 1.936 0.720
H -0.455 -2.235 -0.108
H 1.971 -1.072 -0.837
H 1.777 -0.318 0.788
H 1.875 -2.184 0.432

Output
* spin multiplicity: 1
* SMILES: C=C(F)C(=S)NC
* Kohn-Sham gap: 8.45 eV
* E_HOMO: -8.4 eV
* charge: 0
* relative energy (zero: lowest compared OMol25 entry of this formula, charge and spin): 103.4 kJ/mol
* E: -708.782563 Eh

=====

[5]
Formula: C3H6N2O2
Source: the OMol25 dataset
Level of theory: ωB97M-V/def2-TZVPD

Geometry (Å):
H 1.885 0.394 -2.083
N 1.255 0.124 -1.328
C 1.717 0.463 -0.193
O 1.123 0.258 1.006
C -0.051 -0.613 1.126
C -1.349 -0.191 0.491
N -1.461 0.378 -0.709
O -2.290 -0.453 1.238
H 2.672 0.993 -0.058
H 0.267 -1.600 0.788
H -0.717 -0.738 2.055
H -2.392 0.620 -1.004
H -0.659 0.365 -1.330

Output
* spin multiplicity: 1
* SMILES: [H]/N=C/OCC(N)=O
* Kohn-Sham gap: 10.65 eV
* E_HOMO: -9.8 eV
* charge: 0
* relative energy (zero: lowest compared OMol25 entry of this formula, charge and spin): 217.8 kJ/mol
* E: -377.876364 Eh

=====

[6]
Formula: C6H11N2
Source: the OMol25 dataset
Level of theory: ωB97M-V/def2-TZVPD

Geometry (Å):
C 1.868 0.784 -0.859
C 0.687 0.749 -0.390
C -0.903 2.407 -0.740
C -1.644 -0.039 -0.643
C 1.285 -3.434 1.855
C -0.667 1.000 -0.098
N 0.714 -2.346 1.640
N 0.192 -1.358 1.454
H 2.178 1.503 -1.608
H -0.228 3.155 -0.334
H -1.927 2.695 -0.514
H -0.789 2.360 -1.819
H -2.662 0.290 -0.469
H -1.499 -0.983 -0.124
H -1.503 -0.195 -1.709
H 0.948 -4.327 1.360
H 2.088 -3.493 2.567
H 2.666 0.123 -0.554
H -0.804 1.110 0.985

Output
* spin multiplicity: 1
* Kohn-Sham gap (alpha / beta): 6.42 / 6.42 eV
* E_HOMO (alpha / beta): -12.4 / -12.4 eV
* charge: +1
* relative energy (zero: lowest compared OMol25 entry of this formula, charge and spin): 549.9 kJ/mol
* E: -344.305689 Eh

=====

[7]
Formula: C4N2O2
Source: the OMol25 dataset
Level of theory: ωB97M-V/def2-TZVPD

Geometry (Å):
N -2.503 0.560 1.643
C -1.630 -0.093 1.095
C -0.490 -0.552 0.257
O -0.289 -1.782 -0.032
C 0.533 0.378 -0.125
O 0.783 1.472 0.408
C 1.301 0.180 -1.288
N 2.183 -0.132 -2.020

Output
* spin multiplicity: 1
* SMILES: N#CC(=O)C(=O)C#N
* Kohn-Sham gap: 8.94 eV
* E_HOMO: -12.2 eV
* charge: 0
* relative energy (zero: lowest compared OMol25 entry of this formula, charge and spin): 109.1 kJ/mol
* E: -412.300900 Eh

=====

[8]
Formula: C4H11NPS
Source: the OMol25 dataset
Level of theory: ωB97M-V/def2-TZVPD

Geometry (Å):
C -0.095 -0.917 1.616
C -0.534 0.112 0.723
P -0.774 1.862 1.220
S -1.822 2.236 2.865
N 0.245 0.193 -0.645
C 1.623 -0.323 -0.890
C -0.661 -0.466 -1.661
H 0.669 -0.493 2.302
H -1.021 -1.182 2.282
H 0.299 -1.943 1.133
H -1.346 3.075 0.437
H 0.250 1.143 -0.934
H 1.625 -1.275 -1.359
H 2.181 0.400 -1.517
H 2.134 -0.429 0.065
H -1.724 -0.165 -1.492
H -0.336 -0.332 -2.791
H -0.714 -1.496 -1.354

Output
* spin multiplicity: 1
* SMILES: CC(=[PH]=S)[NH+](C)C
* Kohn-Sham gap (alpha / beta): 7.19 / 7.01 eV
* E_HOMO (alpha / beta): -12.5 / -12.6 eV
* charge: +1
* relative energy (zero: lowest compared OMol25 entry of this formula, charge and spin): 359.8 kJ/mol
* E: -952.903700 Eh

=====

[9]
Formula: C4H27N2O9S
Source: the OMol25 dataset
Level of theory: ωB97M-V/def2-TZVPD

Geometry (Å):
N -0.034 -0.065 -0.676
C 1.309 0.571 -0.450
C 1.433 1.067 0.998
C 1.828 2.565 1.055
S 0.416 3.696 1.221
C 2.331 -0.562 -0.676
N 3.328 -0.327 -1.543
O 2.256 -1.565 0.006
H -0.758 0.567 -0.317
H -0.025 -0.894 -0.027
H -0.353 -0.381 -1.598
H 1.394 1.366 -1.186
H 2.197 0.488 1.511
H 0.526 1.053 1.587
H 2.539 2.794 1.852
H 2.303 2.936 0.149
H 0.090 3.446 2.516
H 3.895 -1.133 -1.768
H 3.291 0.481 -2.143
H -1.293 3.614 -1.619
H -1.843 2.273 -0.831
O -1.711 2.753 -1.658
H -0.448 0.400 3.048
H -1.702 0.838 3.628
O -0.868 1.238 3.322
H 2.111 -3.942 2.090
H 1.566 -3.039 0.940
O 1.371 -3.384 1.834
H -1.053 0.579 -4.293
H -0.597 -0.825 -4.806
O -0.789 -0.310 -4.016
H -1.201 -1.536 1.756
H 0.135 -2.145 2.155
O -0.246 -1.351 1.714
H -2.958 0.416 0.117
H -2.768 1.548 1.241
O -2.392 1.120 0.467
H 0.095 -3.200 -1.315
H -0.993 -2.937 -2.420
O -0.727 -2.748 -1.516
H -4.065 -1.313 -0.709
H -3.822 -2.555 0.199
O -3.769 -1.596 0.163

Output
* spin multiplicity: 2
* Kohn-Sham gap (alpha / beta): 10.48 / 5.16 eV
* E_HOMO (alpha / beta): -16.7 / -16.7 eV
* charge: +2
* relative energy (zero: lowest compared OMol25 entry of this formula, charge and spin): 57.0 kJ/mol
* E: -1352.857771 Eh

=====

[10]
Formula: C3H10NOS
Source: the OMol25 dataset
Level of theory: ωB97M-V/def2-TZVPD

Geometry (Å):
C -1.409 2.136 -0.299
S -2.502 0.979 0.559
C -1.334 -0.167 1.319
H -0.456 1.624 -0.488
H -1.287 3.057 0.264
H -1.773 2.374 -1.300
H -1.919 -0.627 2.116
H -1.170 -0.925 0.551
H -0.340 0.181 1.577
N 2.009 -2.031 -1.034
C 1.668 -0.841 -0.188
O 0.850 0.038 -0.759
H 1.098 -2.286 -1.400
H 2.610 -1.784 -1.798
H 1.320 -1.348 0.762
H 2.635 -0.381 0.120

Output
* spin multiplicity: 1
* Kohn-Sham gap: 6.39 eV
* E_HOMO: -2.9 eV
* charge: -1
* relative energy (zero: lowest compared OMol25 entry of this formula, charge and spin): 171.2 kJ/mol
* E: -648.466341 Eh

=====

[11]
Formula: C2H4FNO
Source: the OMol25 dataset
Level of theory: ωB97M-V/def2-TZVPD

Geometry (Å):
N 1.189 2.044 -0.536
C 0.828 2.146 0.611
O 0.408 1.935 1.659
H 1.607 2.699 -1.148
C -0.813 -1.712 -0.158
F 0.038 -2.235 0.681
H -1.157 -2.558 -0.728
H -0.462 -0.925 -0.858
H -1.637 -1.394 0.477

Output
* spin multiplicity: 1
* SMILES: N=C=O.CF
* Kohn-Sham gap: 11.83 eV
* E_HOMO: -11.2 eV
* charge: 0
* relative energy (zero: lowest compared OMol25 entry of this formula, charge and spin): 106.6 kJ/mol
* E: -308.442314 Eh

=====

[12]
Formula: C6H20FeN10O8
Source: the OMol25 dataset
Level of theory: ωB97M-V/def2-TZVPD

Geometry (Å):
Fe 4.276 17.202 -17.254
C 1.831 16.364 -17.027
O 2.897 15.776 -16.501
O 2.145 17.410 -17.724
O 0.692 15.905 -16.892
C 5.404 14.941 -19.279
O 5.217 15.925 -18.585
N 6.219 14.926 -20.376
N 4.814 13.756 -18.968
H 6.751 15.751 -20.581
H 6.325 14.100 -20.934
H 4.678 13.012 -19.626
H 4.274 13.755 -18.115
C 7.593 18.562 -16.984
O 6.592 17.884 -17.058
N 8.448 18.429 -15.925
N 7.947 19.492 -17.925
H 9.281 18.987 -15.863
H 8.413 17.616 -15.339
H 7.417 19.508 -18.775
H 8.803 20.007 -17.843
C 3.516 19.134 -14.877
O 4.190 18.455 -15.635
N 3.620 20.504 -14.888
N 2.639 18.613 -13.996
H 2.913 21.116 -14.526
H 4.375 20.920 -15.397
H 2.632 17.626 -13.814
H 2.039 19.193 -13.441
C 5.478 14.569 -15.429
O 5.636 15.760 -15.681
N 6.563 13.716 -15.299
N 4.263 13.988 -15.306
H 7.495 14.049 -15.140
H 6.380 12.801 -14.923
H 4.113 13.034 -15.044
H 3.525 14.625 -15.688
C 4.868 19.007 -19.765
O 4.516 18.862 -18.608
N 4.685 18.058 -20.722
N 5.349 20.218 -20.224
H 4.503 17.137 -20.359
H 4.911 18.218 -21.686
H 6.019 20.251 -20.972
H 5.411 20.906 -19.492

Output
* spin multiplicity: 5
* Kohn-Sham gap (alpha / beta): 5.92 / 6.22 eV
* E_HOMO (alpha / beta): -5.8 / -6.1 eV
* charge: 0
* relative energy (zero: lowest compared OMol25 entry of this formula, charge and spin): 89.0 kJ/mol
* E: -2654.073848 Eh

=====

[13]
Formula: C41H36IrN3O4P
Source: the OMol25 dataset
Level of theory: ωB97M-V/def2-TZVPD

Geometry (Å):
Ir 0.564 0.469 0.128
O 2.780 -0.303 -1.647
C 2.472 0.503 -0.837
C 3.313 1.640 -0.332
C 4.698 1.535 -0.251
C 5.418 2.622 0.220
C 4.764 3.800 0.588
C 3.382 3.905 0.486
C 2.652 2.816 0.032
P 0.860 2.699 -0.229
C 0.126 3.959 0.851
C 0.128 3.726 2.226
C -0.407 4.663 3.093
C -0.959 5.835 2.591
C -0.972 6.069 1.226
C -0.430 5.134 0.354
C 0.603 3.319 -1.913
C 1.410 4.323 -2.448
C 1.177 4.792 -3.730
C 0.141 4.263 -4.487
C -0.657 3.257 -3.965
C -0.425 2.780 -2.684
H 5.188 0.617 -0.544
H 6.494 2.557 0.302
H 5.340 4.639 0.955
H 2.877 4.819 0.775
H 0.547 2.809 2.619
H -0.401 4.479 4.158
H -1.384 6.564 3.268
H -1.405 6.979 0.834
H -0.445 5.319 -0.712
H 2.225 4.737 -1.869
H 1.809 5.568 -4.140
H -0.038 4.631 -5.488
H -1.458 2.835 -4.558
H -1.039 1.981 -2.286
C -1.263 -4.698 -2.746
O -0.904 -4.422 -1.400
C -1.616 -5.034 -0.424
C -2.610 -5.981 -0.635
C -3.267 -6.543 0.454
C -2.956 -6.169 1.749
C -1.973 -5.211 1.960
C -1.304 -4.649 0.888
N -0.289 -3.670 1.095
C -0.425 -2.381 0.684
N -1.681 -1.998 0.396
C -2.214 -0.737 0.081
C -1.501 0.458 -0.016
C -2.260 1.622 -0.253
C -3.628 1.596 -0.402
C -4.322 0.387 -0.332
C -3.618 -0.769 -0.087
O -4.179 -2.010 0.022
C -5.593 -2.107 -0.043
N 0.599 -1.564 0.589
C 1.909 -2.121 0.769
C 2.342 -3.032 -0.203
C 3.580 -3.631 -0.150
C 4.444 -3.307 0.893
C 4.054 -2.390 1.842
C 2.797 -1.779 1.797
O 2.624 -0.878 2.810
C 1.601 0.067 2.812
H -0.623 -4.070 -3.360
H -2.309 -4.445 -2.930
H -1.087 -5.747 -2.991
H -2.869 -6.293 -1.636
H -4.033 -7.285 0.276
H -3.471 -6.613 2.588
H -1.713 -4.888 2.959
H 0.655 -3.988 1.238
H -2.388 -2.717 0.483
H -1.772 2.588 -0.305
H -4.168 2.515 -0.577
H -5.393 0.367 -0.460
H -5.829 -3.155 0.116
H -5.960 -1.794 -1.023
H -6.061 -1.502 0.736
H 1.656 -3.253 -1.011
H 3.876 -4.334 -0.915
H 5.423 -3.761 0.956
H 4.710 -2.109 2.654
H 1.718 0.644 3.728
H 0.601 -0.360 2.763
H 1.743 0.810 1.973

Output
* spin multiplicity: 1
* Kohn-Sham gap (alpha / beta): 6.57 / 6.14 eV
* E_HOMO (alpha / beta): -10.4 / -10.4 eV
* charge: +1
* relative energy (zero: lowest compared OMol25 entry of this formula, charge and spin): 154.6 kJ/mol
* E: -2494.668598 Eh